Here is a molecular structure, C25H15BrN3O7STi from the OMol25 dataset. Energies are from ωB97M-V with the def2-TZVPD basis set.

Results
net charge = +1
2S+1 = 1
HOMO = -11.52 eV
DFT total energy = -148960.089 eV
molar mass = 629.25 Da

Each line ends with the Mulliken charge.
Geometry (Å):
Ti1 -0.97026 -0.21783 -0.25381  -0.085
O1 -2.59581 0.83286 -1.00766  -0.661
S1 -1.93680 2.18790 -0.81507  1.348
O2 -2.34217 3.19302 -1.73430  -0.628
N1 -0.40054 1.71733 -0.79152  0.097
C1 0.26497 1.70630 -2.06365  0.188
C2 0.40857 2.78672 -2.89146  -0.319
C3 1.14426 2.67448 -4.09345  -0.926
C4 1.75337 1.50605 -4.44602  -0.896
C5 1.62059 0.37011 -3.61309  0.572
C6 2.24543 -0.86879 -3.86727  -0.510
C7 2.07212 -1.91826 -3.00259  -1.101
C8 1.22244 -1.75194 -1.90192  -0.144
N2 0.61003 -0.61366 -1.64395  0.567
C9 0.83939 0.46949 -2.44604  0.339
C10 -2.26049 2.60460 0.85148  0.722
C11 -3.60256 2.65709 1.22450  -0.692
C12 -3.91116 2.93316 2.54350  -0.697
C13 -2.89322 3.15073 3.46585  -0.425
C14 -1.56496 3.10198 3.07736  -0.790
C15 -1.23371 2.82966 1.75534  -0.140
H1 -0.01941 3.73967 -2.61618  0.530
H2 1.23680 3.54982 -4.72072  0.413
H3 2.34367 1.43277 -5.34918  0.444
H4 2.86950 -0.97506 -4.74569  0.466
H5 2.55672 -2.86977 -3.16057  0.426
H6 1.02992 -2.57252 -1.22129  0.525
H7 -4.38695 2.46901 0.50371  0.466
H8 -4.94434 2.96774 2.85810  0.424
H9 -3.14400 3.35745 4.49751  0.423
H10 -0.77815 3.27829 3.79762  0.463
H11 -0.20088 2.78567 1.43856  0.464
O3 -0.68426 -1.67503 5.68489  -0.468
C16 -0.74628 -1.41325 4.52881  0.478
C17 -2.05492 -1.21686 3.69836  -0.241
O4 -3.17973 -1.29287 4.09358  -0.521
C18 -1.54862 -0.92259 2.33936  1.339
C19 -0.18984 -0.90052 2.28403  1.027
O5 0.29049 -0.57520 1.08293  -0.607
C20 0.46615 -1.19874 3.56408  -0.208
O6 1.62690 -1.27225 3.84119  -0.528
O7 -2.16792 -0.62613 1.22131  -0.589
Br1 -2.25991 -5.86223 0.31862  -0.126
C21 -2.39046 -4.33083 -0.75053  -0.566
C22 -3.13359 -4.32636 -1.92378  0.019
C23 -3.20173 -3.15996 -2.66474  -1.005
C24 -2.52409 -2.03846 -2.22159  -0.281
N3 -1.80037 -2.05513 -1.09745  0.480
C25 -1.74613 -3.17012 -0.35969  -0.065
H12 -3.65226 -5.21947 -2.24401  0.474
H13 -3.78117 -3.11019 -3.57480  0.436
H14 -2.56178 -1.10178 -2.76289  0.522
H15 -1.17900 -3.13094 0.56308  0.565

Force components x, y, z for each atom (eV/Å):
-0.2079 -0.7877 0.3609
0.1696 -0.0046 0.1955
-0.2993 0.0808 0.0228
0.0842 -0.1240 -0.0536
0.0434 -0.1576 -0.3819
0.0695 -0.0048 -0.0106
0.1163 0.0531 0.0980
-0.0329 0.0003 0.0723
-0.0063 -0.0010 0.0208
0.0697 -0.0115 0.0264
-0.0285 0.0014 0.0225
-0.0706 0.0614 0.0675
0.0494 -0.1179 -0.0542
-0.1283 0.2038 0.0139
0.0370 0.1707 -0.1258
-0.2126 0.0431 0.0224
0.0271 0.0052 0.0675
0.0166 -0.0253 -0.0711
-0.0313 -0.0064 0.0471
0.0630 -0.0081 -0.0652
0.0937 -0.0113 0.0625
-0.0203 -0.0010 0.0032
0.0138 -0.0063 -0.0240
0.0075 0.0036 -0.0117
0.0066 -0.0032 -0.0054
0.0074 -0.0134 0.0008
0.0091 -0.0012 -0.0160
0.0036 -0.0051 -0.0251
-0.0167 0.0064 -0.0078
0.0071 0.0023 0.0057
0.0075 0.0047 0.0081
-0.0030 0.0110 -0.0016
0.0027 -0.0013 0.0589
0.0018 0.0288 -0.1349
0.1744 -0.0694 -0.0205
-0.0578 0.0193 0.0360
0.0744 0.0788 0.1693
-0.1001 0.0690 -0.0550
-0.0304 -0.0207 -0.1962
-0.1924 -0.0621 0.0459
0.0583 0.0176 0.0124
0.1507 0.2324 -0.2840
0.0029 -0.0008 0.0036
0.0475 0.1213 0.0044
0.0258 -0.0344 0.0412
0.0490 0.1209 0.0144
0.0246 -0.0469 -0.1303
-0.0702 0.3795 0.1927
0.0287 -0.1385 -0.0259
-0.0071 -0.0093 0.0105
-0.0022 -0.0084 -0.0088
-0.0099 -0.0123 0.0034
-0.0153 -0.0211 -0.0003